Entry 1:
C4H12O2 | ωB97M-V/def2-TZVPD

The calculation puts the HOMO energy at -9.28 eV. The value obtained for the LUMO energy is 0.729 eV. As for the spin multiplicity: 1. The value obtained for the energy is -310.04454 hartree. The energy above the lowest of the compared OMol25 structures with the same formula, charge and spin is 74.5 kJ/mol. The net charge is 0. The structure (SMILES) is C/C=C/C.O.O.

Cartesian coordinates (Å):
O: -1.4717 2.8361 1.7474
O: 0.1318 -1.3217 2.5564
C: -0.7623 -1.6724 -1.8967
C: -0.2688 -0.6970 -0.8913
C: 0.9133 -0.1091 -0.9714
C: 1.2532 1.1480 -0.2242
H: -1.2274 -2.5459 -1.4398
H: 1.1137 1.9895 -0.9030
H: 0.7970 -1.9673 2.7922
H: -0.9676 -0.3875 -0.1185
H: -1.4701 -1.2459 -2.6165
H: 0.6300 1.2508 0.6209
H: -2.3291 2.3973 1.7771
H: 0.6530 -0.5385 2.3391
H: 0.0222 -1.9878 -2.5938
H: 1.5802 -0.4623 -1.7533
H: 2.2903 1.1829 0.1122
H: -0.8877 2.1309 1.4633


Entry 2:
C3H8O3 | ωB97M-V/def2-TZVPD

The calculation puts the HOMO energy at -6.82 eV. The value obtained for the LUMO energy is 0.494 eV. As for the spin multiplicity: 1. The value obtained for the energy is -344.63527 hartree. The energy above the lowest of the compared OMol25 structures with the same formula, charge and spin is 559.5 kJ/mol. The net charge is 0.

Cartesian coordinates (Å):
O: -0.7277 -1.0457 1.3881
O: 1.0033 0.7756 0.4005
O: -1.2386 1.3923 0.0445
C: -0.3881 0.4278 -0.4721
C: 1.7381 -0.2235 -0.6341
C: -0.9527 -0.9202 -0.0140
H: -0.2264 0.5377 -1.5558
H: 2.4309 -0.7779 0.0027
H: 2.3062 0.5161 -1.2065
H: -0.8925 2.2622 -0.2037
H: -1.3192 -0.4080 1.8166
H: -0.4438 -1.7422 -0.5098
H: 0.7755 0.2091 1.1734
H: -2.0355 -0.9419 -0.2316


Entry 3:
C3H6N2O | ωB97M-V/def2-TZVPD

The calculation puts the HOMO energy at -9.54 eV. The value obtained for the LUMO energy is 0.891 eV. As for the spin multiplicity: 1. The value obtained for the energy is -302.64088 hartree. The energy above the lowest of the compared OMol25 structures with the same formula, charge and spin is 137.1 kJ/mol. The net charge is 0. The structure (SMILES) is NC(=O)N1CC1.

Cartesian coordinates (Å):
O: 1.3475 -1.8429 -0.1966
N: 1.9547 0.3496 -0.2939
N: -0.2582 -0.2298 -0.2912
C: 1.0455 -0.6658 -0.2208
C: -1.0865 0.8353 0.1579
C: -1.5011 -0.6113 0.2612
H: -2.2164 -1.0215 -0.4460
H: -1.4988 1.4653 -0.6279
H: 2.9231 0.1041 -0.4044
H: -0.8488 1.3582 1.0867
H: 1.6789 1.3151 -0.2797
H: -1.5399 -1.0562 1.2546


Entry 4:
C15H38AsBrHgNOSi3 | ωB97M-V/def2-TZVPD

The calculation puts the HOMO energy (spin up / spin down) at -7.76 / -8.15 eV. The value obtained for the LUMO energy (spin up / spin down) is 0.494 / -2.379 eV. As for the spin multiplicity: 2. The value obtained for the energy is -6556.14172 hartree. The net charge is 0.

Cartesian coordinates (Å):
Hg: -1.8199 1.7847 -2.0726
Br: -3.5669 2.9288 -4.5092
As: 0.7515 -0.2622 -0.9868
Si: 2.0755 1.1026 0.4508
Si: 1.6299 -0.1295 -3.1921
Si: 1.2618 -2.5030 -0.3340
O: -2.2202 2.7671 0.7124
N: -3.2045 2.5735 2.7063
C: -3.6204 1.8093 3.8554
C: -4.7279 0.2987 2.1350
C: 3.0776 -3.0971 -0.4399
C: -4.7910 0.8604 3.5530
C: -2.5434 2.0593 1.6515
C: -2.1871 0.5900 1.7494
C: 1.2845 1.1677 2.1974
C: -3.3952 -0.3680 1.8005
C: 3.8410 0.3930 0.6833
C: 0.7014 -2.7045 1.4882
C: 0.2125 -3.6488 -1.4513
C: 3.1772 -1.1987 -3.5583
C: 1.9852 1.6786 -3.6925
C: 2.0994 2.8875 -0.2270
C: 0.2145 -0.7926 -4.2936
H: -5.5255 -0.4380 2.0197
H: -1.5586 0.3629 0.8814
H: 0.4393 -0.7191 -5.3543
H: 3.8030 -0.5034 1.2956
H: -0.8357 -3.3587 -1.4388
H: 0.5547 -3.5929 -2.4814
H: 1.0815 3.1998 -0.4551
H: 3.4582 -3.0230 -1.4521
H: -3.4929 3.5384 2.6231
H: -2.7655 1.2238 4.2093
H: -3.5013 -0.8396 0.8223
H: -5.7378 1.3875 3.6746
H: 0.9237 0.1891 2.5006
H: 2.9283 -2.2565 -3.5279
H: 1.3239 -2.1030 2.1460
H: 3.9746 -1.0180 -2.8443
H: -4.9183 1.0971 1.4153
H: 1.1858 2.3194 -3.3248
H: -1.5658 0.4686 2.6394
H: 0.2759 -4.6892 -1.1444
H: 2.9273 2.0500 -3.2988
H: -4.7621 0.0423 4.2745
H: 0.4432 1.8524 2.2044
H: -3.1954 -1.1578 2.5287
H: 0.7789 -3.7365 1.8213
H: 1.9928 1.5037 2.9498
H: -0.0037 -1.8350 -4.0735
H: 4.2922 0.1328 -0.2696
H: 3.7265 -2.5118 0.2024
H: -0.3305 -2.3849 1.6187
H: 2.6876 2.9699 -1.1357
H: -3.8972 2.5088 4.6453
H: 3.5689 -0.9909 -4.5500
H: 3.1631 -4.1352 -0.1346
H: 4.5033 1.0936 1.1816
H: -0.6991 -0.2272 -4.1135
H: 2.5044 3.5953 0.4916
H: 2.0162 1.7881 -4.7723


Entry 5:
C34H48FN6O4 | ωB97M-V/def2-TZVPD

The calculation puts the HOMO energy at -11.25 eV. The value obtained for the LUMO energy is -4.004 eV. As for the spin multiplicity: 1. The value obtained for the energy is -2053.35751 hartree. The net charge is +1.

Cartesian coordinates (Å):
F: -0.1262 6.0101 0.0007
O: -2.0506 -1.7572 0.7199
O: 2.3268 3.1742 -0.6051
O: -3.0887 0.4964 -1.8485
O: 0.4796 -2.7476 2.3493
N: -0.0289 -0.6022 -1.4428
N: 6.9229 -4.3698 -0.1440
N: 1.1245 1.3586 -1.0919
N: 1.0944 1.2436 4.9258
N: 0.0733 0.7969 -1.6524
N: -5.2958 -3.3587 -4.7622
C: 2.9488 2.6841 5.4025
C: -0.9061 1.4372 -2.2924
C: -7.3716 -4.0744 -3.8059
C: -6.5130 -1.9123 -3.2893
C: -3.0990 -0.7621 -1.1900
C: 2.7103 -2.3104 3.2987
C: -0.7639 2.8199 -2.4156
C: 0.7228 3.5214 5.5696
C: -5.4385 -2.2074 -4.1136
C: 2.4026 1.4640 5.0318
C: 1.2574 -0.8316 -3.5203
C: 2.0881 3.7349 5.6762
C: 4.7354 -3.4265 0.0778
C: -7.5028 -2.8703 -3.1346
C: 0.3154 3.4647 -1.8595
C: -2.7537 -0.6162 0.2781
C: 0.4580 -1.3376 -2.3647
C: 1.2244 3.0296 1.6252
C: 2.2190 3.7240 0.7372
C: 0.4964 4.9435 -1.9850
C: 6.4649 -5.4775 0.4305
C: 1.2438 2.6668 -1.1693
C: -1.6598 -1.5401 2.0561
C: 5.1528 -5.6371 0.8571
C: 6.0653 -3.3681 -0.3090
C: -0.8260 7.0895 -1.9749
C: 4.2683 -4.5890 0.6698
C: -6.2524 -4.2690 -4.6032
C: 0.2223 -2.7979 -2.1969
C: -0.8998 -2.6723 2.6808
C: 1.2235 -1.9881 3.2943
C: -2.1183 0.7089 -2.8425
C: -0.5798 5.7662 -1.2865
C: 0.2799 2.2620 5.1936
H: 1.4974 -1.6503 -4.1791
H: 6.4696 -2.4745 -0.7740
H: 0.0539 7.4300 -2.5023
H: -3.6636 -0.4988 0.8606
H: -2.4034 -1.4677 -1.6091
H: -0.7811 2.0544 5.1047
H: -1.8279 -0.2065 -3.3406
H: -1.0809 7.8420 -1.2425
H: -0.9705 -2.4841 3.7489
H: -4.0779 -1.2176 -1.2755
H: 0.8565 -2.1598 4.2999
H: -8.3608 -2.6810 -2.5032
H: 1.4565 5.2252 -1.5801
H: -6.5728 -0.9568 -2.7853
H: -4.6421 -1.4845 -4.2660
H: 0.6654 -3.1502 -1.2747
H: 3.0441 0.6177 4.8087
H: -6.1136 -5.1991 -5.1421
H: -1.5068 5.2070 -1.2203
H: 2.1925 -0.4392 -3.1387
H: -1.5148 3.3674 -2.9542
H: 1.3974 3.3103 2.6545
H: 0.5231 5.1951 -3.0380
H: -2.1087 0.2501 0.4194
H: -1.3735 -3.6316 2.5146
H: 0.1956 3.2659 1.3793
H: 0.0141 4.3111 5.7773
H: 2.9389 -3.2607 2.8390
H: 3.3076 -1.5360 2.8385
H: 1.0972 -0.9363 3.0557
H: -2.5535 -1.3611 2.6534
H: 3.0413 -2.3911 4.3256
H: 3.2372 -4.6725 0.9908
H: -1.6465 7.0212 -2.6762
H: 0.7359 -0.0844 -4.1049
H: 2.0109 4.7853 0.6827
H: -0.8388 -2.9970 -2.1300
H: 0.6220 -3.3552 -3.0266
H: -1.0327 -0.6481 2.1218
H: 2.4741 4.7018 5.9713
H: 4.0206 2.8033 5.4768
H: 4.0849 -2.5786 -0.0707
H: -2.5655 1.3798 -3.5638
H: 4.8376 -6.5600 1.3230
H: -8.1192 -4.8496 -3.7160
H: 3.2037 3.6139 1.1632
H: 7.1877 -6.2751 0.5588
H: 1.3434 1.9534 1.5709


Entry 6:
C18H20N2O2PdSe2 | ωB97M-V/def2-TZVPD

The calculation puts the HOMO energy (spin up / spin down) at 0.96 / 0.97 eV. The value obtained for the LUMO energy (spin up / spin down) is 4.843 / 4.843 eV. As for the spin multiplicity: 1. The value obtained for the energy is -5888.55539 hartree. The energy above the lowest of the compared OMol25 structures with the same formula, charge and spin is 0.0 kJ/mol. The net charge is -2.

Cartesian coordinates (Å):
Pd: 0.0562 -0.1350 0.3857
Se: 1.4873 2.0798 0.0893
Se: 2.2434 -1.2610 -0.2982
O: 0.2657 0.4151 2.4236
O: -0.7727 -0.8666 -1.3874
N: -1.8621 0.9344 0.2630
N: -2.6164 0.4230 -0.7523
C: -2.6829 -0.8229 -2.7724
C: -2.4239 1.2685 1.3595
C: 4.2897 -1.7291 -0.9426
C: -4.0026 -0.4371 -3.0230
C: -0.5000 3.0830 4.7207
C: -2.2993 2.9163 3.1640
C: -4.0358 -1.7258 -5.0595
C: -2.0522 -1.6583 -3.6945
C: -1.7341 3.5416 4.2654
C: -0.4006 1.3907 2.9317
C: 3.1218 1.2749 0.8583
C: -1.9479 -0.3913 -1.5479
C: 3.0189 -0.2016 1.1768
C: -1.6826 1.8745 2.4746
C: -2.7207 -2.1047 -4.8237
C: 0.1326 2.0378 4.0823
C: -4.6691 -0.8837 -4.1514
C: 2.4504 3.8716 0.0109
H: 1.0887 1.6725 4.4413
H: -3.2662 3.2585 2.8019
H: 4.0120 -0.6011 1.3951
H: 4.8048 -2.3246 -0.1833
H: -2.2185 -2.7595 -5.5278
H: 4.2238 -2.2905 -1.8779
H: -5.6954 -0.5798 -4.3295
H: -4.4854 0.2152 -2.3090
H: -0.0315 3.5476 5.5841
H: 3.9133 1.4537 0.1260
H: -4.5648 -2.0841 -5.9357
H: 3.3450 1.8463 1.7647
H: -1.0282 -1.9477 -3.4962
H: 2.6469 4.2074 1.0301
H: -3.5014 1.1050 1.4956
H: 1.7721 4.5716 -0.4770
H: -2.2381 4.3673 4.7557
H: 3.3846 3.8033 -0.5505
H: 4.8150 -0.7847 -1.1076
H: 2.3639 -0.3619 2.0260